Entry 1:
Entry from the OMol25 dataset: 2 unconnected molecules or ions with the total composition C6H6N2O2 (ωB97M-V/def2-TZVPD).

Properties
electronic energy = -492.080230 hartree
HOMO energy = -10.6 eV
SMILES = C#C[C@@H]1CN1C(=O)C#N.O
molecular weight = 138.13 g mol⁻¹
spin multiplicity = 1

Atoms and positions in Å:
1 O -0.520 -1.370 -1.718
2 C -0.906 -1.267 -0.570
3 C -0.721 -2.414 0.366
4 N -0.246 -3.154 1.126
5 N -1.369 -0.132 -0.029
6 C -1.556 0.496 1.242
7 C -0.773 1.171 0.136
8 C 0.665 1.305 0.264
9 C 1.757 1.625 0.676
10 H -2.561 0.862 1.452
11 H -0.990 0.106 2.090
12 H -1.272 1.971 -0.417
13 H 2.749 1.961 0.927
14 O 2.112 -0.399 -2.177
15 H 1.144 -0.394 -2.116
16 H 2.489 -0.366 -1.252

natural (NBO) atomic charges, in units of e: -0.529 0.612 0.167 -0.245 -0.409 -0.192 -0.106 -0.058 -0.173 0.222 0.223 0.241 0.252 -0.956 0.483 0.467

=====

Entry 2:
Entry from the OMol25 dataset: a molecular structure, C40H51F6N6O4P2RbS2 (ωB97M-V/def2-TZVPD).

Properties
electronic energy = -4286.868949 hartree
HOMO energy = -2.2 eV
charge = -2
molecular weight = 1005.42 g mol⁻¹
spin multiplicity = 1

Atoms and positions in Å:
1 Rb 1.545 0.721 0.502
2 C 2.227 -3.043 -1.331
3 P 2.665 -2.413 0.332
4 C 2.496 -3.945 1.340
5 C 4.499 -2.356 0.119
6 C 5.274 -1.989 1.385
7 P 4.790 -0.362 2.127
8 C 6.201 -0.184 3.302
9 C 5.368 0.749 0.789
10 H 2.448 -2.238 -2.036
11 H 1.158 -3.259 -1.385
12 H 2.791 -3.940 -1.603
13 H 3.037 -4.792 0.907
14 H 1.439 -4.199 1.423
15 H 2.862 -3.758 2.352
16 H 4.666 -1.608 -0.663
17 H 4.850 -3.320 -0.266
18 H 6.348 -1.958 1.165
19 H 5.129 -2.753 2.156
20 H 7.165 -0.309 2.801
21 H 6.114 -0.926 4.100
22 H 6.165 0.806 3.759
23 H 5.336 1.784 1.135
24 H 4.710 0.666 -0.082
25 H 6.391 0.510 0.480
26 C 3.328 3.561 2.514
27 C 1.896 3.810 2.883
28 C 1.390 4.796 3.721
29 C -0.019 4.626 3.711
30 C -0.264 3.549 2.866
31 C -1.594 2.966 2.482
32 N 0.898 3.040 2.367
33 H 3.993 4.189 3.113
34 H 3.525 3.779 1.458
35 H 3.619 2.517 2.685
36 H 1.963 5.540 4.260
37 H -0.759 5.212 4.242
38 H -2.252 2.855 3.349
39 H -1.460 1.980 2.031
40 H -2.127 3.582 1.749
41 O 0.761 -1.074 3.130
42 C 1.226 -0.726 4.193
43 C 1.896 0.592 4.448
44 C 0.961 1.400 5.390
45 C -0.530 1.017 5.339
46 C -0.944 -0.199 6.187
47 C -0.445 -1.549 5.664
48 N 0.992 -1.478 5.361
49 H 2.025 1.124 3.511
50 H 2.876 0.448 4.912
51 H 1.056 2.452 5.112
52 H 1.305 1.305 6.427
53 H -0.834 0.868 4.299
54 H -1.096 1.884 5.688
55 H -2.035 -0.235 6.268
56 H -0.563 -0.055 7.207
57 H -0.950 -1.823 4.739
58 H -0.625 -2.342 6.393
59 H 1.473 -1.047 6.142
60 C -2.183 3.425 -1.468
61 C -1.164 2.734 -0.833
62 N -1.010 1.414 -0.946
63 C -1.858 0.760 -1.735
64 C -2.904 1.360 -2.446
65 C -3.070 2.734 -2.275
66 C -3.757 0.440 -3.209
67 C -4.647 0.531 -4.210
68 C -5.135 1.627 -5.043
69 C -6.094 1.318 -6.017
70 C -6.546 2.335 -6.824
71 N -6.100 3.591 -6.724
72 C -5.185 3.780 -5.782
73 N -4.685 2.885 -4.942
74 H -2.285 4.492 -1.317
75 H -0.463 3.244 -0.177
76 H -1.722 -0.317 -1.812
77 H -3.876 3.246 -2.771
78 H -3.599 -0.591 -2.905
79 H -5.063 -0.428 -4.495
80 H -6.461 0.306 -6.119
81 H -7.296 2.149 -7.587
82 H -4.800 4.792 -5.683
83 C 2.018 0.516 -3.756
84 C 3.184 0.835 -2.797
85 O 3.062 0.270 -1.595
86 C 3.235 2.377 -2.623
87 F 4.265 2.795 -1.863
88 F 3.306 3.086 -3.778
89 F 2.111 2.786 -1.997
90 C 4.497 0.357 -3.473
91 F 4.464 -0.979 -3.659
92 F 4.729 0.900 -4.697
93 F 5.597 0.606 -2.738
94 H 1.095 0.846 -3.279
95 H 1.965 -0.565 -3.877
96 H 2.113 0.988 -4.736
97 O -6.590 -4.188 -5.013
98 S -6.107 -3.440 -3.877
99 O -6.994 -2.428 -3.353
100 N -4.628 -2.829 -4.141
101 C -3.708 -3.355 -3.346
102 S -2.085 -2.956 -3.312
103 C -4.268 -4.399 -2.412
104 C -3.601 -5.148 -1.457
105 C -4.334 -6.050 -0.697
106 C -5.708 -6.198 -0.884
107 C -6.376 -5.445 -1.841
108 C -5.627 -4.556 -2.586
109 H -2.536 -5.010 -1.325
110 H -3.833 -6.643 0.058
111 H -6.258 -6.905 -0.275
112 H -7.443 -5.546 -1.997

Here are the Mulliken charges for atoms 1 to 99, given in e: 0.405 -0.951 0.929 -1.530 -0.478 -1.370 0.930 -1.526 -0.705 -0.049 0.368 0.350 0.363 0.392 0.357 -0.209 0.627 0.495 0.392 0.453 0.382 0.387 0.393 -0.250 0.446 -0.673 0.254 -0.975 -0.936 0.460 -1.455 0.502 0.342 0.248 -0.217 0.411 0.413 0.389 0.114 0.405 -0.461 -0.102 1.195 -0.895 -0.062 -0.980 -0.703 -0.237 -1.261 0.433 0.172 0.562 -0.051 0.491 0.406 0.284 0.343 0.385 0.362 -1.189 -0.468 0.423 -0.891 0.709 0.055 -0.111 -0.185 0.774 -0.791 -0.143 -0.677 -0.148 -0.358 0.476 0.536 0.234 0.459 -0.092 0.105 0.438 0.387 0.426 -1.999 1.033 -0.264 0.269 -0.268 -0.329 -0.069 0.552 -0.291 -0.304 -0.248 0.282 0.475 0.365 -0.702 1.170 -0.659

=====

Entry 3:
Entry from the OMol25 dataset: a molecular structure, C23H48AuN3O2PS (ωB97M-V/def2-TZVPD).

Properties
electronic energy = -2095.186824 hartree
HOMO energy = -2.2 eV
charge = -1
molecular weight = 658.66 g mol⁻¹
spin multiplicity = 1

Atoms and positions in Å:
1 Au -2.425 1.561 -1.185
2 C -4.159 -0.750 -3.101
3 C -4.165 0.721 -3.514
4 C -4.270 0.789 -5.048
5 C -5.424 1.382 -2.926
6 C -2.845 1.409 -3.167
7 H -5.054 -1.273 -3.461
8 H -4.131 -0.825 -2.012
9 H -3.272 -1.245 -3.500
10 H -5.192 0.311 -5.398
11 H -3.415 0.292 -5.508
12 H -4.276 1.830 -5.385
13 H -6.344 0.897 -3.281
14 H -5.460 2.438 -3.204
15 H -5.394 1.332 -1.836
16 H -2.982 2.477 -3.431
17 O 0.639 0.426 2.382
18 P 0.643 -1.037 2.181
19 N 2.080 -1.466 1.463
20 C 2.911 -0.536 0.710
21 C 4.245 -1.289 0.552
22 C 4.045 -2.661 1.207
23 C 2.527 -2.827 1.215
24 N -0.527 -1.780 1.291
25 C -1.919 -1.807 1.797
26 C -2.791 -1.771 0.538
27 C -1.860 -2.262 -0.568
28 C -0.544 -1.613 -0.179
29 N 0.513 -1.837 3.633
30 C 1.358 -1.357 4.736
31 C 1.416 -2.537 5.709
32 C 1.238 -3.750 4.797
33 C 0.180 -3.251 3.817
34 H 2.987 0.392 1.278
35 H 1.724 0.406 -0.539
36 H 5.073 -0.734 0.993
37 H 4.436 -1.384 -0.517
38 H 4.405 -2.649 2.238
39 H 4.558 -3.464 0.677
40 H 2.178 -3.504 1.994
41 H 2.169 -3.207 0.249
42 H -2.120 -0.959 2.455
43 H -2.080 -2.726 2.369
44 H -3.084 -0.742 0.316
45 H -3.695 -2.371 0.647
46 H -2.185 -1.948 -1.557
47 H -1.765 -3.352 -0.548
48 H -0.564 -0.555 -0.468
49 H 0.332 -2.080 -0.629
50 H 0.940 -0.456 5.186
51 H 2.359 -1.106 4.366
52 H 0.583 -2.483 6.414
53 H 2.342 -2.554 6.284
54 H 0.934 -4.653 5.327
55 H 2.171 -3.959 4.265
56 H -0.816 -3.355 4.263
57 H 0.168 -3.779 2.865
58 C 2.544 3.207 1.873
59 C 2.640 4.049 0.607
60 C 2.526 3.233 -0.677
61 S 0.854 2.549 -0.864
62 O 2.431 -0.265 -0.589
63 C 0.864 2.211 -2.647
64 C 0.866 3.447 -3.539
65 C -0.387 4.296 -3.378
66 H 2.570 3.837 2.765
67 H 3.387 2.513 1.937
68 H 1.635 2.606 1.904
69 H 3.596 4.583 0.592
70 H 1.854 4.809 0.603
71 H 3.260 2.422 -0.689
72 H 2.723 3.874 -1.537
73 H -0.057 1.641 -2.815
74 H 1.716 1.561 -2.863
75 H 0.939 3.097 -4.574
76 H 1.763 4.050 -3.360
77 H -1.271 3.694 -3.581
78 H -0.374 5.149 -4.060
79 H -0.474 4.672 -2.358

Mulliken atomic charges, in units of e: -0.079 -1.347 2.471 -2.068 -1.888 -1.284 0.459 0.032 0.357 0.436 0.441 0.394 0.406 0.385 0.367 0.047 -0.879 -0.471 0.728 0.736 -0.896 -0.811 -0.286 0.585 -0.636 -0.481 -0.322 0.129 0.203 -0.578 -0.672 -0.588 -0.797 -0.413 -0.135 0.361 0.350 0.255 0.405 0.178 0.326 0.358 0.235 0.022 0.432 -0.075 0.376 -0.289 0.223 0.268 0.295 0.311 0.367 0.418 0.192 0.382 0.464 -0.909 -0.608 -0.260 -0.315 -0.678 -0.450 -0.611 -0.713 0.415 0.203 0.215 0.357 0.274 0.282 0.261 0.398 0.372 0.403 0.302 0.027 0.406 0.232